# 1
104
Properties=species:S:1:pos:R:3:forces:R:3 method="wB97M-V/def2-TZVPD" smiles=CCOB(O)[PH3]OC[C@@H](C)CC(C)C.CC#N.CC#N.CC#N.CC#N.CC#N.CC#N.CC#N.CC#N.CC#N.CC#N.CC#N orbital_gap_ha=0.31383 total_energy_ha=-2409.5744 fmax_ha_per_bohr=0.016 lumo_energy_ev=0.09 e_homo_ev=-8.455 total_charge=0
C -4.3327 5.1600 5.4909 0.18 -0.19 0.13
C -4.7513 4.0449 4.5286 -0.22 -0.03 0.11
O -5.2945 4.6180 3.3382 0.39 0.21 -0.02
B -4.9926 4.1295 2.1012 0.00 -0.09 -0.17
O -5.1333 5.0171 1.0564 -0.45 0.22 0.67
P -4.4145 2.2442 1.7302 -0.32 0.30 0.30
O -4.0373 0.5994 1.4074 0.20 -0.10 0.29
C -2.8433 0.3430 0.6952 0.01 -0.13 -0.17
C -1.7519 -0.3241 1.5325 -0.10 -0.39 -0.18
C -2.3057 -1.6004 2.1766 -0.05 0.20 -0.16
C -0.6057 -0.6756 0.5706 0.03 0.22 0.17
C 0.7578 -0.9376 1.2175 0.17 0.07 0.01
C 1.7297 -1.4251 0.1377 -0.49 0.12 -0.20
C 1.3174 0.3297 1.8782 0.13 -0.15 -0.04
H -4.4695 6.1281 5.0106 -0.02 -0.05 0.03
H -4.9130 5.1327 6.4143 -0.06 0.09 -0.10
H -3.2827 5.0610 5.7782 -0.08 0.06 -0.09
H -3.8983 3.4053 4.2884 -0.02 0.02 -0.02
H -5.5196 3.4139 4.9862 0.06 0.02 -0.06
H -5.5082 4.6298 0.2689 0.23 -0.29 -0.58
H -3.0602 2.5453 2.0149 0.08 -0.04 -0.10
H -5.2204 1.7260 2.7780 -0.03 -0.13 -0.04
H -4.8616 2.3866 0.3963 0.14 0.00 -0.17
H -3.0766 -0.3305 -0.1421 -0.01 0.07 0.04
H -2.4435 1.2609 0.2434 -0.01 -0.01 0.04
H -1.4051 0.3709 2.3059 -0.03 0.01 -0.06
H -2.7085 -2.2249 1.3728 -0.01 -0.04 0.13
H -1.5243 -2.1704 2.6855 -0.04 0.06 0.07
H -3.1188 -1.3766 2.8701 0.12 -0.03 0.02
H -0.4734 0.1549 -0.1384 0.01 -0.08 0.02
H -0.9149 -1.5452 -0.0231 0.03 0.04 0.06
H 0.6796 -1.7239 1.9809 -0.09 0.06 -0.09
H 1.2827 -2.2667 -0.4026 0.12 -0.07 0.17
H 1.8472 -0.6255 -0.6042 0.24 -0.04 0.09
H 2.6987 -1.7135 0.5496 -0.03 0.04 -0.05
H 0.8367 0.5589 2.8325 -0.04 0.02 -0.10
H 1.2005 1.1918 1.2126 0.00 -0.05 0.08
H 2.3897 0.2166 2.0695 -0.13 -0.01 0.01
C -4.4131 1.0879 -3.3365 -0.22 -0.06 -0.15
C -3.1386 1.4705 -2.7514 -0.08 0.09 0.08
N -2.1574 1.8095 -2.2644 0.15 0.03 -0.07
H -4.7371 0.1197 -2.9588 0.08 -0.02 0.04
H -5.1724 1.8266 -3.0805 0.03 0.02 0.06
H -4.3301 1.0280 -4.4213 0.03 -0.02 0.00
C -2.2604 -5.8287 1.4578 -0.01 -0.05 0.08
C -2.1552 -4.8713 0.3663 0.01 0.03 0.00
N -2.0742 -4.1031 -0.4814 0.04 -0.02 -0.10
H -3.2123 -5.7027 1.9700 -0.01 0.01 -0.01
H -2.1972 -6.8446 1.0728 0.00 0.00 -0.01
H -1.4540 -5.6681 2.1709 0.01 0.01 0.00
C 5.9709 -1.8546 0.2371 0.08 0.31 -0.26
C 5.3440 -2.1266 1.5180 0.14 -0.14 0.08
N 4.8822 -2.3827 2.5380 -0.10 0.06 0.02
H 6.5194 -0.9131 0.2639 -0.02 0.00 0.15
H 6.6633 -2.6509 -0.0259 -0.02 -0.07 0.03
H 5.2207 -1.7903 -0.5487 -0.03 -0.04 0.06
C 2.8317 -3.9816 -2.3530 -0.25 -0.07 -0.08
C 4.2749 -4.0249 -2.1843 -0.01 0.11 0.07
N 5.4086 -4.0016 -2.0097 0.08 -0.20 -0.05
H 2.4618 -2.9958 -2.0802 0.03 0.03 -0.01
H 2.5484 -4.1910 -3.3826 0.10 0.00 -0.03
H 2.3513 -4.7167 -1.7095 0.05 -0.01 0.03
C 7.3444 -5.7890 0.8961 -0.14 -0.02 -0.01
C 8.5745 -5.1997 0.3874 0.05 -0.03 0.04
N 9.5536 -4.7521 -0.0090 0.01 0.08 -0.09
H 6.9250 -5.1684 1.6863 0.01 0.04 -0.01
H 6.6200 -5.8703 0.0864 0.00 0.03 0.01
H 7.5476 -6.7793 1.2993 0.02 0.00 -0.01
C -8.8417 2.3697 0.2204 -0.07 -0.05 0.06
C -7.7151 2.8528 -0.5628 0.03 -0.02 0.01
N -6.8250 3.2360 -1.1782 0.02 0.04 -0.01
H -9.1027 3.1022 0.9822 0.02 0.01 0.00
H -9.7014 2.2082 -0.4276 0.00 0.00 -0.01
H -8.5775 1.4310 0.7043 0.02 0.00 0.00
C 9.5082 -0.8635 -1.8842 0.08 -0.14 -0.14
C 8.9611 -0.0385 -0.8171 0.06 0.05 -0.05
N 8.5326 0.6215 0.0183 -0.07 -0.04 0.05
H 10.1124 -1.6689 -1.4703 -0.01 0.02 0.06
H 8.7058 -1.3049 -2.4735 -0.03 0.02 0.03
H 10.1337 -0.2708 -2.5487 0.00 0.03 0.03
C -4.3116 4.0974 -5.4361 0.02 0.08 0.23
C -4.4067 3.3478 -6.6794 0.00 0.04 -0.02
N -4.4840 2.7574 -7.6593 -0.01 -0.07 -0.04
H -5.2197 3.9681 -4.8490 -0.01 -0.02 -0.01
H -3.4651 3.7480 -4.8456 0.02 -0.01 -0.02
H -4.1790 5.1592 -5.6338 0.01 -0.01 -0.08
C -8.7028 5.4361 -3.1455 0.23 0.12 0.08
C -10.0606 5.1538 -3.5840 0.02 0.02 -0.05
N -11.1296 4.9277 -3.9321 -0.07 -0.04 0.02
H -8.5957 6.4833 -2.8676 -0.09 0.02 -0.02
H -8.4427 4.8257 -2.2849 -0.02 -0.01 -0.02
H -7.9881 5.2224 -3.9382 -0.07 -0.04 -0.06
C 4.0924 0.7605 4.2873 0.03 -0.18 0.12
C 3.9681 2.0025 3.5394 0.01 0.01 0.03
N 3.8619 2.9835 2.9549 -0.01 0.06 -0.04
H 4.8492 0.8559 5.0637 0.02 0.06 -0.02
H 3.1431 0.5113 4.7585 -0.03 0.03 -0.02
H 4.3738 -0.0609 3.6305 0.01 0.00 -0.04
C 11.6391 -4.5411 -2.9056 -0.07 -0.12 0.15
C 11.6575 -3.2762 -3.6262 0.08 -0.12 -0.11
N 11.6882 -2.2987 -4.2257 -0.07 0.14 0.05
H 12.3528 -4.5192 -2.0845 0.01 0.04 0.00
H 10.6513 -4.7252 -2.4862 0.01 0.04 0.02
H 11.8986 -5.3580 -3.5761 0.01 0.04 -0.05

=====

# 2
12
Properties=species:S:1:pos:R:3:forces:R:3 method="wB97M-V/def2-TZVPD" orbital_gap_ha=0.32916 total_energy_ha=-488.9232 fmax_ha_per_bohr=0.113 de_lowest_kcal_mol=94.1 lumo_energy_ev=0.11 e_homo_ev=-8.846 total_charge=0
C 0.2867 -0.6960 0.6586 1.84 -1.21 -1.44
C -0.4212 0.5756 0.2288 1.44 0.22 -0.50
N -1.4223 0.2384 -0.7312 -0.15 2.88 -0.23
N 1.5802 -1.2864 -0.7958 -3.62 1.16 4.42
O 1.5916 -0.6105 -1.7628 1.20 0.08 -1.99
O 0.4775 -1.3850 1.5684 -0.60 0.35 0.32
O 2.1671 -2.2310 -0.3726 0.96 -0.38 -1.17
O -0.7571 1.4185 1.2974 -1.06 -0.37 0.39
H 0.3730 1.0832 -0.2919 0.48 0.10 -0.68
H -2.1457 -0.2238 -0.2115 -0.95 0.03 -0.25
H -1.7416 1.1983 -1.1703 0.36 -2.84 1.17
H 0.0119 1.9187 1.5830 0.09 -0.02 -0.04

=====

# 3
68
Properties=species:S:1:pos:R:3:forces:R:3 method="wB97M-V/def2-TZVPD" orbital_gap_ha=0.21711 total_energy_ha=-2827.1314 fmax_ha_per_bohr=0.083 de_lowest_kcal_mol=12.4 lumo_energy_ev=-3.28 e_homo_ev=-9.185 total_charge=+1
Ba 0.0040 -1.1139 2.6427 -0.07 -2.25 3.65
C -2.5808 -0.2339 1.0196 0.12 -0.27 -0.21
C -1.8778 -1.0944 -0.0228 -0.15 0.30 0.11
O -1.0571 -2.0527 0.6854 -0.48 -0.40 -1.36
C -0.0603 -2.7176 -0.1254 0.35 0.06 0.00
C 1.1941 -1.8736 -0.3028 -0.37 -0.11 -0.07
O 1.7283 -1.6044 1.0120 0.95 -0.02 -1.04
C 2.7089 -0.5402 1.0622 -0.10 0.39 0.14
C 2.0588 0.8360 1.0599 0.20 -0.21 -0.30
O 1.1513 0.8807 2.1918 0.91 1.84 -0.62
C 0.1957 1.9662 2.1606 -0.42 0.03 -0.02
C -1.0398 1.6231 1.3376 0.35 0.24 -0.07
O -1.6395 0.4220 1.8952 -1.25 1.19 -0.84
H -3.1949 -0.8650 1.6638 -0.08 0.08 0.04
H -3.2191 0.4933 0.5182 -0.01 0.05 0.04
H -1.2652 -0.4735 -0.6801 0.01 -0.05 -0.05
H -2.6234 -1.6105 -0.6301 0.00 -0.09 0.03
H -0.4655 -2.9709 -1.1051 -0.08 -0.02 0.02
H 0.1883 -3.6345 0.4110 -0.11 -0.07 -0.04
H 0.9560 -0.9409 -0.8224 0.16 0.04 0.00
H 1.9231 -2.4288 -0.8959 0.04 -0.02 0.03
H 3.4106 -0.6133 0.2317 -0.01 -0.07 -0.03
H 3.2499 -0.6867 1.9989 0.08 -0.12 -0.04
H 1.5138 1.0114 0.1242 -0.01 0.10 0.06
H 2.8245 1.6072 1.1607 -0.01 0.01 0.06
H 0.6500 2.8751 1.7657 0.06 -0.03 -0.04
H -0.0931 2.1379 3.1998 0.12 0.05 0.04
H -0.7684 1.4636 0.2879 -0.04 0.01 0.01
H -1.7480 2.4523 1.3901 -0.05 -0.03 0.07
F -0.4853 -5.0204 8.9933 -0.01 0.03 0.06
C -0.4855 -5.7444 7.8687 0.00 0.02 -0.06
F -1.6118 -6.4570 7.8303 -0.04 -0.03 0.00
F 0.5462 -6.5922 7.9287 0.05 -0.05 0.00
C -0.3549 -4.8370 6.6652 0.03 0.00 -0.03
C -1.3276 -4.7913 5.6850 -0.05 -0.08 0.01
C -1.1505 -3.9091 4.6333 -0.08 0.08 0.00
N -0.0972 -3.0970 4.5266 0.07 -0.50 0.37
C 0.8543 -3.1872 5.4632 -0.02 0.10 0.05
C 0.7689 -4.0336 6.5499 0.05 -0.03 0.05
H -2.2014 -5.4243 5.7392 -0.01 0.03 -0.02
H -1.8951 -3.8413 3.8459 -0.01 -0.02 0.04
H 1.7168 -2.5389 5.3417 -0.01 -0.03 0.04
H 1.5546 -4.0681 7.2928 0.00 0.03 -0.03
S 1.7856 3.9013 -1.8325 -0.01 0.08 -0.01
P 0.6735 2.6701 -2.8945 0.13 0.19 0.34
S 0.1463 1.0054 -1.8689 -0.21 -0.37 -0.46
C 1.4990 2.1804 -4.4405 0.07 -0.10 0.09
C 2.0430 3.1839 -5.2407 -0.02 -0.01 -0.04
C 2.7431 2.8516 -6.3892 -0.02 0.06 0.01
C 2.9058 1.5190 -6.7474 0.00 -0.05 0.02
C 2.3620 0.5182 -5.9564 -0.02 0.06 0.04
C 1.6621 0.8483 -4.8007 0.02 0.01 -0.11
C -0.9005 3.4196 -3.4272 -0.06 -0.12 0.15
C -1.2912 4.6585 -2.9396 -0.08 0.03 -0.11
C -2.5615 5.1480 -3.2311 0.07 -0.01 0.02
C -3.4328 4.4054 -4.0123 -0.01 -0.01 0.04
C -3.0406 3.1645 -4.5045 0.06 -0.04 -0.02
C -1.7802 2.6707 -4.2097 0.01 0.11 -0.05
H 1.9324 4.2218 -4.9498 0.02 -0.01 0.01
H 3.1729 3.6342 -7.0018 -0.02 -0.02 0.01
H 3.4651 1.2618 -7.6383 -0.03 0.01 0.00
H 2.4868 -0.5213 -6.2328 0.00 0.01 0.00
H 1.2484 0.0727 -4.1691 -0.02 0.01 0.00
H -0.5966 5.2338 -2.3403 0.00 -0.03 0.04
H -2.8675 6.1092 -2.8376 0.01 0.01 -0.05
H -4.4191 4.7910 -4.2392 0.01 -0.01 0.00
H -3.7205 2.5789 -5.1114 0.02 0.04 -0.01
H -1.4717 1.7008 -4.5828 -0.03 -0.01 0.01

=====

# 4
50
Properties=species:S:1:pos:R:3:forces:R:3 method="wB97M-V/def2-TZVPD" orbital_gap_ha=0.32354 total_energy_ha=-2765.6878 fmax_ha_per_bohr=0.278 de_lowest_kcal_mol=176.0 lumo_energy_ev=0.02 e_homo_ev=-8.782 total_charge=0
C 1.4365 -0.5175 6.0320 3.33 -3.16 -2.71
S 0.2985 -1.8625 6.2160 -2.22 -1.06 0.55
O -1.1635 -1.3845 6.1310 2.45 -0.04 -0.11
C 0.6795 -2.6425 4.6540 0.54 -0.18 1.66
H 1.5555 -0.0825 6.8990 0.74 1.54 5.37
H 0.8905 0.2635 5.6310 -0.54 1.54 -2.64
H 2.6445 -0.8525 5.7790 -3.85 1.06 -0.11
H 1.7205 -2.9235 4.7100 0.10 -1.22 0.21
H 0.7655 -1.9065 3.9600 -0.39 2.32 -2.29
H -0.0915 -3.3185 4.3650 -0.12 -0.90 0.05
C -0.0005 1.0245 -5.3210 -3.09 6.98 0.44
S 1.1235 1.6535 -4.0750 -0.28 -0.57 1.66
O 1.9195 0.4315 -3.6730 -0.07 1.12 -0.46
C 2.0905 2.7615 -5.1380 0.40 1.37 0.05
H 0.2705 0.2195 -5.7550 3.41 -5.35 -3.35
H -0.2085 1.8825 -6.1800 0.08 -2.24 2.45
H -0.8875 0.5805 -4.8600 -0.41 1.16 0.39
H 1.9105 3.9095 -5.2260 -0.60 -2.38 0.18
H 1.9875 2.1485 -5.9770 -0.18 0.20 -2.42
H 3.1485 2.6915 -5.0050 0.72 -0.28 1.11
C 0.7685 0.4395 2.0660 0.12 0.29 2.15
S 2.1335 -0.4585 1.3510 -1.23 -2.20 0.06
O 1.6535 -1.9235 1.2470 0.82 2.13 -0.21
C 1.9845 0.3045 -0.2760 -0.01 -14.18 -1.88
H 1.2115 1.4895 2.1360 -1.37 -1.08 0.07
H 0.4825 0.0015 3.0830 1.24 0.83 -0.93
H -0.2065 0.2625 1.6150 0.31 0.54 -1.04
H 2.7745 -0.2545 -0.9320 -1.37 1.70 1.03
H 1.9125 1.1945 -0.2630 0.18 12.00 0.20
H 0.9645 -0.0285 -0.6740 1.31 0.03 0.46
C -1.5425 -2.2115 -0.8320 -0.17 3.57 0.28
S -1.2255 -3.4815 0.2630 -0.42 -1.46 -0.71
O -2.5255 -4.2555 0.2390 1.23 0.22 0.16
C -0.0365 -4.2025 -0.9520 -0.74 3.24 -0.88
H -0.8315 -1.4115 -0.9350 1.70 -0.17 0.28
H -2.2235 -1.5655 -0.3000 -1.62 -0.22 -0.47
H -1.7025 -2.4585 -1.8520 -1.09 -0.69 -0.59
H 0.0665 -5.0685 -0.4490 2.15 -3.10 1.48
H 0.7865 -3.3705 -1.0540 -1.23 -2.31 0.23
H -0.5675 -4.5285 -1.8720 0.23 0.93 0.32
C -2.0445 2.0235 0.4010 5.62 -0.83 0.64
S -3.3675 2.9045 -0.1910 -2.10 3.07 0.63
O -3.5215 4.0655 0.8150 0.12 -1.72 -1.60
C -2.6565 3.6335 -1.6800 1.75 1.62 4.86
H -1.5315 1.2635 -0.2500 -0.42 1.25 -0.76
H -2.3635 1.2325 1.0400 -0.78 0.25 1.63
H -1.0975 2.6885 0.8730 -2.96 -1.59 -1.10
H -1.9335 4.3995 -1.3390 0.59 -0.95 0.33
H -3.1905 4.3035 -2.1820 -3.67 1.97 -2.11
H -2.2605 2.9365 -2.2610 1.85 -3.04 -2.57